# 1
Formula: C26H23FN2O4STi
Source: OMol25
Level of theory: ωB97M-V/def2-TZVPD

Spin multiplicity = 1
HOMO = -8.51 eV
ΔE to the lowest compared entry with this formula, charge and spin = 2.1 kcal/mol
LUMO energy = -0.771 eV

XYZ file:
```
58
Properties=species:S:1:pos:R:3:mulliken_charge:R:1
C -1.74 -0.42 3.36 -0.22
C 3.56 0.79 -2.16 -0.79
H -4.07 3.36 -4.46 0.41
H 2.06 1.89 0.66 0.52
Ti -0.57 1.28 -1.49 0.32
H 2.37 -2.86 0.47 0.53
O 6.11 -1.91 -0.47 -0.55
F 0.65 -4.32 1.79 -0.40
H -3.36 1.95 -5.01 0.34
C 0.34 -3.44 0.75 0.03
O 5.77 -1.35 1.65 -0.51
C -2.88 2.43 -3.04 0.51
C -3.16 2.79 -4.43 -1.52
H 2.03 -1.56 3.84 0.36
C 3.67 0.51 0.63 -0.33
N -2.29 0.94 0.90 -0.79
O -0.09 0.90 0.35 -0.05
C 4.59 -0.20 -0.15 0.60
C -0.33 -1.64 -1.20 0.94
C -3.71 2.50 -2.08 -0.82
H -1.79 -3.64 1.06 0.41
C -0.75 -0.05 2.47 0.22
H 3.46 0.81 -3.24 0.40
C 1.00 -1.87 -0.92 -0.12
H -4.91 1.44 0.72 0.33
H 0.10 -2.20 5.59 0.36
H 1.82 -1.29 -1.42 0.34
C 0.56 -0.47 2.70 0.35
C -0.64 -0.58 -2.22 -1.53
C 2.59 1.44 -1.35 0.46
C 0.96 -1.24 3.75 -0.46
C 1.36 -2.72 0.12 -0.52
O -1.65 1.98 -2.78 -0.54
H -2.39 3.41 -4.87 0.34
C -1.07 0.64 1.18 0.49
H -2.39 -2.24 -0.69 0.38
H -1.63 -0.59 -2.60 0.62
H 3.71 0.57 1.68 0.36
H -2.14 -1.59 5.15 0.43
C -3.46 2.10 -0.68 0.98
N -2.37 1.48 -0.39 0.45
H -5.36 2.94 -0.10 0.45
H 0.01 -0.66 -3.14 0.46
C -1.39 -1.21 4.48 -0.70
C 5.56 -1.20 0.30 0.58
H -4.14 2.93 1.20 0.33
C -4.59 2.39 0.36 -1.39
C 2.75 1.38 0.02 -0.61
S 1.37 2.36 -2.21 -0.54
H -4.73 2.77 -2.21 0.35
H 1.33 -0.24 1.96 -0.07
C -1.33 -2.29 -0.50 -0.67
H 5.11 -0.59 -2.20 0.53
C -0.02 -1.58 4.71 -0.52
H -2.81 -0.13 3.09 0.34
C 4.54 0.00 -1.58 -0.85
C -0.97 -3.19 0.49 -0.36
H 5.31 -0.71 2.18 0.31
```

# 2
Formula: C19H24F5O14
Source: OMol25
Level of theory: ωB97M-V/def2-TZVPD

Spin multiplicity = 1
Net charge = -1
HOMO = -0.99 eV
LUMO energy = 1.640 eV

XYZ file:
```
62
Properties=species:S:1:pos:R:3:mulliken_charge:R:1
C 0.50 0.91 1.29 0.44
O -5.83 -2.12 -2.12 -0.31
H -1.41 2.29 0.12 0.28
O -0.15 1.53 2.08 -0.52
H 3.70 -5.35 -1.10 0.28
O -1.97 4.90 -1.02 -0.54
C 0.88 6.18 1.07 -0.88
H 5.16 -3.65 -2.03 0.26
C 1.04 -0.48 -0.37 -0.04
O -4.60 -4.01 -2.09 -0.30
F -2.00 -3.14 2.98 -0.31
O 1.83 1.09 1.09 -0.15
H 0.93 0.05 -1.33 0.26
O 3.95 -4.59 0.80 -0.34
C 2.26 -0.06 0.38 0.37
F -6.44 -2.13 -4.28 -0.30
C -2.09 -2.88 1.66 0.32
H 3.78 4.44 2.37 0.34
O -2.08 -3.95 -0.35 -0.36
H -4.29 -4.08 -4.15 0.27
C 5.13 -3.71 -0.94 -0.46
O -5.04 -2.92 -0.16 -0.59
H -5.93 -4.47 -3.59 0.27
C 3.67 -3.26 0.68 0.67
C 2.97 4.86 0.29 0.26
H 1.01 -1.55 -0.56 -0.01
H -2.31 4.74 2.15 0.38
F 3.60 6.15 0.59 -0.31
H -0.63 4.00 1.84 -0.09
C -1.90 4.18 0.02 0.41
C -0.71 6.20 1.28 -0.51
H 2.62 -0.81 1.09 0.42
O -0.06 -3.17 -1.00 -0.63
O 2.96 -2.66 1.43 -0.54
F 5.42 -5.94 -0.25 -0.30
C -5.06 -3.82 -3.42 -0.40
C -5.15 -3.01 -1.35 0.70
H 1.23 5.30 -1.05 0.27
C 4.49 -4.97 -0.45 0.29
O 4.29 -2.71 -0.40 -0.25
H -0.90 6.77 2.27 0.27
C 1.37 5.04 0.05 0.11
H 0.92 4.00 0.23 -0.40
H -2.51 -4.98 1.39 0.29
H 2.09 3.80 2.05 0.07
H -1.22 6.85 0.47 0.27
C -5.41 -2.37 -3.44 0.29
C -1.40 4.76 1.45 -0.05
C -2.72 -4.02 0.92 -0.44
H 3.49 4.35 -0.60 0.26
H -3.80 -3.90 0.82 0.32
H 3.54 2.86 1.31 0.03
O -0.01 -0.08 0.50 -0.27
O -0.78 -2.83 1.11 -0.22
H 1.32 5.91 2.12 -0.07
H 6.15 -3.58 -0.56 0.29
C 3.14 3.89 1.59 -0.61
C -0.90 -3.31 -0.15 0.66
F 3.26 0.30 -0.46 -0.37
H -4.57 -1.71 -3.69 0.31
O -2.24 2.77 -0.08 -0.50
H -2.58 -1.91 1.50 0.35
```

# 3
Formula: C29H38N4O2P2Sn
Source: OMol25
Level of theory: ωB97M-V/def2-TZVPD

Spin multiplicity = 1
HOMO = -8.40 eV
ΔE to the lowest compared entry with this formula, charge and spin = 28.1 kcal/mol
LUMO energy = -1.020 eV

XYZ file:
```
76
Properties=species:S:1:pos:R:3:mulliken_charge:R:1
H 3.52 -0.27 0.09 0.42
C 2.47 -3.91 -2.45 -0.47
C -4.44 -0.58 -3.36 -0.15
H -2.38 -1.15 7.30 0.30
H -4.16 0.41 -3.67 0.44
H 2.90 -4.04 -5.77 0.40
C 1.73 -3.47 3.58 -1.30
O -1.96 -2.86 5.57 -0.63
C 4.25 1.09 -2.88 -0.70
C -1.73 -0.72 6.55 -0.86
H 0.92 4.27 2.14 0.22
C -1.74 3.01 -1.50 -0.30
C -5.41 -2.60 -3.03 -0.55
C 3.08 0.37 -3.09 -0.03
C -1.32 2.66 3.36 -0.47
C 0.33 -0.61 -2.98 -0.70
H 5.46 1.36 -1.02 0.39
C -1.26 -1.83 5.61 0.77
H 0.30 0.49 3.11 -0.16
H -6.28 -1.09 -4.47 0.41
O -0.16 -1.62 4.87 -0.68
C 0.49 4.15 4.32 -0.57
N 2.69 -0.26 -1.90 0.48
C -4.27 -2.53 -2.24 -0.42
C 2.84 -4.64 -3.58 -0.63
H 2.70 0.97 2.26 0.17
C 1.92 1.72 2.51 -0.44
H -1.51 3.91 -0.94 0.47
P -2.11 -0.93 -1.67 -0.17
N 2.11 -2.63 -2.85 0.39
H -3.83 -3.25 -1.56 0.33
H 2.44 -4.19 -1.40 0.41
H 3.16 -5.67 -3.62 0.40
H -2.31 0.03 5.98 0.19
C 0.50 1.19 2.26 1.18
C -5.51 -1.37 -3.75 -0.62
H 0.48 0.58 1.32 -0.02
Sn -0.18 -2.43 2.86 0.79
C -0.72 3.30 4.37 -0.90
H -6.11 -3.43 -3.10 0.41
H 2.19 -4.29 3.01 0.37
H -0.93 -2.36 -3.20 0.60
H 4.79 1.66 -3.65 0.41
H -1.56 -0.96 -4.06 0.50
H 2.10 4.99 3.23 0.40
H 3.28 3.00 3.54 0.35
H -2.04 3.77 -3.60 0.43
C 2.28 -2.57 -4.23 -0.06
H 2.45 0.34 -3.98 0.27
H -0.89 -0.16 6.96 0.30
C 2.71 -3.79 -4.72 -0.61
C 3.64 0.08 -0.93 -0.54
N -3.67 -1.27 -2.40 0.31
C -1.05 -1.28 -3.14 -1.22
C 4.60 0.91 -1.50 -0.64
H -2.30 1.11 -4.16 0.58
C -1.82 1.72 -1.00 -0.32
H -2.40 2.52 3.39 0.44
N -2.15 0.84 -2.03 0.27
C 2.29 2.87 3.07 -0.48
C -0.69 2.15 2.09 -0.40
H 0.77 -0.59 -3.99 -0.02
C -2.16 1.59 -3.21 -0.23
H 0.25 0.44 -2.65 0.65
H 1.10 3.87 5.19 0.27
H -1.47 1.53 1.62 0.46
C -1.99 2.94 -2.90 -1.19
H 1.57 -3.89 4.60 0.33
P 1.39 -1.43 -1.68 0.14
H 2.07 -1.65 -4.78 0.23
H -0.43 3.00 1.44 0.19
H -1.66 1.31 -0.01 -0.05
H 2.38 -2.60 3.59 0.35
C 1.46 4.10 3.09 -0.68
H 0.23 5.22 4.43 0.39
H -1.27 3.45 5.31 0.40
```

# 4
Formula: C21H43FeN2OP3
Source: OMol25
Level of theory: ωB97M-V/def2-TZVPD

Spin multiplicity = 6
Net charge = +3
HOMO (spin up / spin down) = -16.43 / -16.81 eV
LUMO energy (spin up / spin down) = -9.441 / -11.304 eV

XYZ file:
```
71
Properties=species:S:1:pos:R:3:mulliken_charge:R:1
H 0.56 0.01 -1.09 1.32
C 4.50 2.80 -1.18 -0.69
H -2.12 -3.32 -0.74 0.40
H -0.91 3.18 2.18 0.25
H -4.40 0.15 -0.67 0.46
C -2.42 0.26 -2.78 -1.32
C -0.90 2.50 3.04 -0.38
C -2.81 -1.84 2.09 -0.96
H 2.60 -1.17 -3.60 0.58
C -2.02 1.87 3.45 -0.56
P -2.56 -1.14 0.41 1.37
H 0.30 -3.13 -1.59 0.42
H 0.45 2.66 -2.06 0.13
H 0.19 1.53 -3.44 0.41
P 1.75 -1.20 -1.29 0.88
H 3.85 0.88 -0.55 0.29
H -2.28 3.24 -1.33 0.55
H -3.84 -1.62 2.41 0.55
C 0.37 -2.70 2.13 0.25
H 4.09 -1.00 -0.88 0.59
H -2.62 1.00 -3.56 0.52
H -0.90 -4.39 2.16 0.47
H 0.88 -3.71 3.87 0.23
P -1.32 1.05 -1.55 1.34
H -2.66 -2.93 2.09 0.35
H 0.88 -0.68 -3.51 0.37
H -3.81 -3.06 -0.22 0.50
C -2.94 -2.59 -0.67 -1.44
H 1.42 0.29 2.74 0.51
H -3.35 -0.04 -2.30 0.31
H 1.64 -3.45 -0.42 0.31
H 1.99 -3.33 -2.18 0.58
H 3.05 -0.52 0.55 0.52
C 1.32 -1.62 3.84 -0.70
H 0.63 -4.57 1.24 0.48
Fe -0.37 -0.87 -0.40 -1.03
H -4.93 -0.91 0.66 0.60
H 2.60 5.62 -1.31 0.41
H 1.75 -1.47 4.82 0.44
H -0.75 -3.63 0.57 0.03
C 3.56 1.92 -0.64 -0.28
H -2.00 0.92 4.01 0.28
C -2.31 2.34 -0.71 -1.03
H -3.00 2.29 3.18 0.31
N 0.86 -2.83 3.39 -0.02
N 0.53 -1.43 1.73 0.73
C 2.89 4.59 -1.03 -0.42
C 1.14 -0.74 2.80 -0.82
H 3.35 -2.24 0.20 0.54
H 0.09 2.26 3.45 0.22
C 1.36 -2.97 -1.36 -1.46
H -1.89 2.58 0.28 -0.06
C -4.15 -0.23 0.32 -1.56
H -2.12 -1.39 2.81 0.11
H -1.93 -0.61 -3.21 0.35
H 2.14 0.48 -3.02 0.31
C 4.21 4.18 -1.30 -0.48
C 3.23 -1.25 -0.25 -1.65
H -1.01 2.81 -3.11 0.61
C -0.20 -3.89 1.48 -1.78
H -3.35 2.00 -0.60 0.42
C -0.30 2.11 -2.65 -1.23
O 1.67 1.79 0.87 -0.47
H -4.10 0.61 1.02 0.38
H 0.90 4.02 -0.34 0.47
H -3.18 -2.27 -1.68 0.36
C 1.94 3.75 -0.44 -0.39
C 2.34 2.41 -0.01 0.58
C 1.87 -0.59 -3.03 -1.20
H 5.47 2.38 -1.47 0.45
H 5.00 4.90 -1.59 0.44
```

# 5
Formula: C15H20AuF6N3O6S3
Source: OMol25
Level of theory: ωB97M-V/def2-TZVPD

Spin multiplicity = 2
Net charge = +1
HOMO (spin up / spin down) = -12.09 / -12.09 eV
ΔE to the lowest compared entry with this formula, charge and spin = 0.9 kcal/mol
LUMO energy (spin up / spin down) = -4.813 / -5.620 eV

XYZ file:
```
54
Properties=species:S:1:pos:R:3:mulliken_charge:R:1
F -5.20 1.40 3.37 -0.20
S -3.37 -1.22 0.57 1.03
O -3.07 -2.17 1.58 -0.63
H -2.94 2.36 -3.53 0.43
C 4.76 0.09 1.52 -0.73
F -4.48 3.18 2.38 -0.22
C 2.26 1.13 -1.96 -1.01
F -3.03 -2.87 -1.42 -0.22
H 5.75 -0.79 -0.20 0.30
H 4.99 -1.69 3.23 0.41
H 3.80 -0.12 -1.14 0.46
H 3.53 -3.70 1.42 0.31
Au -1.77 2.00 -0.35 1.21
C -3.20 0.37 -4.34 -1.19
N -4.61 -0.34 0.94 -0.55
C 4.12 -2.04 2.66 -0.77
C -4.42 1.85 2.42 0.63
H 4.67 -4.12 2.70 0.38
N 3.77 -0.96 1.72 0.14
O 1.68 -1.81 1.53 -0.65
H -2.17 0.08 -2.01 0.26
H 6.69 0.45 0.63 0.39
C 1.00 1.65 -1.74 -0.21
C -4.02 -2.16 -0.88 0.63
C -1.45 3.35 1.06 0.24
H 0.23 0.31 1.16 0.51
H 5.25 -3.27 1.27 0.28
C 2.11 0.03 0.17 -0.33
H 3.29 -2.15 3.36 0.39
O -2.26 -0.47 -0.01 -0.42
F -4.45 -1.28 -1.80 -0.22
C 4.41 -3.36 1.97 -1.07
H 0.51 2.28 -2.46 0.43
C -3.17 1.35 -3.20 -0.20
O -4.01 1.89 -0.16 -0.70
F -5.00 -2.95 -0.53 -0.20
F -3.14 1.50 2.69 -0.19
C 0.84 0.57 0.31 0.05
N 0.32 1.37 -0.62 -0.23
H 6.52 -1.15 1.33 0.35
H -4.09 1.36 -2.62 0.19
C 2.82 0.31 -0.99 0.40
S -1.22 4.36 2.14 -0.07
H 5.04 0.48 2.50 0.38
C 6.00 -0.38 0.77 -1.12
S -4.90 1.17 0.78 1.05
H -3.30 -0.65 -3.98 0.33
H 2.78 1.36 -2.88 0.46
O -2.07 1.01 -2.28 -0.44
H -4.06 0.58 -4.97 0.39
H -2.30 0.44 -4.95 0.32
C 2.53 -0.99 1.22 0.32
H 4.28 0.92 0.99 0.50
O -6.27 1.46 0.61 -0.61
```

# 6
Formula: C29H65ClN5O
Source: OMol25
Level of theory: ωB97M-V/def2-TZVPD

Spin multiplicity = 1
Net charge = +1
HOMO = -9.36 eV
LUMO energy = -2.710 eV

XYZ file:
```
101
Properties=species:S:1:pos:R:3:mulliken_charge:R:1
H -3.62 -2.45 -0.24 0.46
H -4.74 -0.79 -5.65 0.37
H 3.53 -0.40 1.29 0.10
C -5.63 -0.84 -1.53 -1.80
C 2.83 2.47 3.60 -0.19
N 1.61 2.34 4.36 0.13
N -4.59 -1.31 -4.80 -0.27
H -8.11 -2.62 -0.98 0.40
C -7.98 -1.55 -1.08 -0.58
C -3.80 -2.25 -2.36 -0.04
H 5.69 -1.86 4.13 0.28
H -2.50 -0.97 -4.80 0.32
C -6.97 -1.19 -2.18 -0.46
H 1.25 4.90 6.67 0.40
H -3.59 2.99 -0.23 0.41
H 3.37 4.59 3.46 0.32
C 6.56 -2.42 3.77 -0.94
C 4.72 -2.20 1.07 -1.06
C 8.42 -2.86 0.73 -1.46
H 1.42 1.51 -0.97 0.48
H 4.25 -0.94 2.80 0.32
H 4.61 -2.08 -0.01 0.31
H 3.87 3.62 2.09 0.41
H 2.87 -1.53 -1.95 0.32
N -4.45 -0.90 -2.46 1.31
O -3.65 3.53 -2.63 -0.61
C 6.21 -3.38 2.63 -0.70
H -5.24 2.41 -0.40 0.43
C 0.38 2.49 3.61 -0.49
H -2.99 -2.37 -5.73 0.50
C -4.02 2.23 -2.20 1.63
H 1.23 -0.31 -3.33 0.29
C 3.06 3.77 2.81 -1.16
H 6.86 -1.80 -0.27 0.39
N -5.14 0.76 -3.93 -0.05
H 7.29 -1.12 1.30 0.24
H 3.67 2.31 4.28 0.44
H -3.39 -3.70 -3.86 0.44
H -6.12 1.53 -2.24 0.23
H -3.20 1.57 -2.49 -0.53
H -2.37 -3.25 -1.15 0.47
C -3.01 -2.71 -3.61 -1.03
C -4.74 -0.47 -3.72 -0.37
H -4.31 4.15 -2.32 0.41
H -1.66 -0.53 -2.86 -0.78
H -1.96 -2.86 -3.39 0.43
H 5.31 -3.95 2.90 0.34
H 3.93 -2.91 1.36 0.32
H 0.69 4.91 5.00 0.27
H 5.25 -0.14 1.58 0.29
H 8.28 -3.81 0.21 0.34
C 1.05 0.55 -1.34 -0.94
H 3.84 -0.55 -3.07 0.43
H -4.61 -2.97 -2.24 0.76
H -0.45 2.27 4.29 0.45
H -0.61 1.40 -2.37 0.40
H 2.47 2.72 6.21 0.37
H 2.88 1.64 2.89 -0.17
H -0.92 1.11 -0.66 0.24
H -5.68 2.68 -3.48 0.53
N 6.00 -2.82 1.31 0.16
C -0.45 0.69 -1.55 -0.94
H 0.22 3.52 3.25 0.27
C 7.12 -2.07 0.76 -0.28
C -5.32 1.82 -2.92 -1.20
Cl -9.55 -0.78 -1.36 -0.18
C 0.30 1.54 2.43 -0.98
C 4.43 -0.85 1.73 -0.45
H 2.10 1.19 -3.09 0.41
H -3.94 1.24 -0.27 0.21
H 9.18 -2.29 0.21 0.44
H -5.42 -1.53 -0.71 0.61
H 6.95 -2.98 4.62 0.37
H 1.03 1.78 1.66 0.07
H -2.73 -0.27 -0.48 -0.65
C 3.12 -0.51 -2.26 -1.33
H -7.64 -1.17 -0.12 0.31
H -1.48 -1.34 0.07 0.61
H 8.79 -3.07 1.74 0.30
H 7.33 -1.70 3.48 0.24
H -5.66 0.14 -1.07 0.55
C -4.20 2.22 -0.68 -1.45
C -2.09 -1.10 -0.80 0.44
H 0.73 2.62 6.21 0.42
H -7.36 -0.30 -2.67 0.31
H 3.56 -0.02 -1.39 0.28
C -2.95 -2.33 -1.09 -1.91
C -1.15 -0.64 -1.90 0.67
H 1.28 -0.18 -0.55 0.32
H -0.39 -1.42 -2.06 0.65
H -0.69 1.61 1.96 0.39
H 7.00 -4.13 2.56 0.41
C 1.84 0.24 -2.62 -0.45
H 2.41 5.03 5.36 0.22
H 0.46 0.51 2.75 0.28
C -3.19 -1.82 -4.81 -0.78
C 1.48 4.55 5.66 -0.98
H -5.33 1.02 -4.88 0.26
C 1.58 3.02 5.65 -0.72
H -6.87 -2.02 -2.88 0.47
H 2.18 4.08 2.26 0.25
```